{"formula": "C14H18FN5O2S3", "method": "ωB97M-V with the def2-TZVPD basis set", "orbital_gap_ha": 0.3011, "max_force_ha_per_bohr": 0.0260, "total_energy_ev": -61576.7076, "charge": 0, "e_homo_ev": -9.024, "smiles": "[H]/N=C\\CN(CCCSC(=S)n1ccnc1)S(=O)(=O)F.c1ccncc1", "elements": ["H", "N", "C", "C", "N", "C", "C", "C", "S", "C", "S", "N", "C", "C", "N", "C", "S", "O", "O", "F", "H", "H", "H", "H", "H", "H", "H", "H", "H", "H", "H", "H", "C", "C", "C", "N", "C", "C", "H", "H", "H", "H", "H"], "xyz": [[1.16, -1.34, 2.24], [0.27, -1.85, 2.28], [-0.10, -2.17, 1.11], [0.62, -1.80, -0.16], [-0.01, -0.62, -0.78], [0.07, 0.61, 0.07], [-1.22, 0.83, 0.88], [-2.11, 1.97, 0.38], [-3.54, 1.51, -0.63], [-4.18, 0.10, 0.20], [-4.37, -0.03, 1.80], [-4.53, -0.93, -0.69], [-3.66, -1.57, -1.55], [-4.42, -2.48, -2.21], [-5.73, -2.41, -1.81], [-5.77, -1.49, -0.90], [0.44, -0.29, -2.33], [1.56, 0.58, -2.41], [-0.73, 0.03, -3.08], [0.92, -1.69, -2.84], [-1.03, -2.73, 1.00], [0.52, -2.63, -0.85], [1.69, -1.66, 0.03], [0.94, 0.51, 0.72], [0.23, 1.47, -0.57], [-1.77, -0.11, 0.97], [-0.91, 1.08, 1.90], [-2.42, 2.59, 1.22], [-1.54, 2.62, -0.29], [-2.62, -1.31, -1.59], [-4.08, -3.16, -2.97], [-6.64, -1.17, -0.34], [5.73, 2.34, 0.89], [5.10, 1.80, -0.22], [4.03, 0.94, -0.01], [3.58, 0.60, 1.19], [4.20, 1.12, 2.25], [5.27, 1.99, 2.15], [6.57, 3.02, 0.77], [5.42, 2.04, -1.22], [3.49, 0.50, -0.85], [3.82, 0.82, 3.22], [5.74, 2.39, 3.04]], "mulliken_charge": [0.313, -0.630, -0.256, -0.569, 0.245, -0.695, -0.360, -0.819, -0.072, 0.090, -0.158, 0.205, 0.086, -0.623, -0.643, -0.055, 1.004, -0.526, -0.554, -0.261, 0.444, 0.424, 0.360, -0.228, 0.899, 0.117, 0.353, 0.469, 0.396, 0.246, 0.406, 0.396, -0.090, -0.891, 0.145, -0.216, -0.045, -0.688, 0.383, 0.373, 0.296, 0.363, 0.363]}